[1]
Entry from OMol25: a gas-phase ion, C5H13N2 (charge +1) at a distorted geometry (ωB97M-V with the def2-TZVPD basis set).

XYZ file:
```
20
Properties=species:S:1:pos:R:3:forces:R:3
N -2.3172 -0.2749 -2.4349 -0.971 0.718 1.051
C -1.2238 -0.6461 -1.7093 -0.079 -0.349 -0.112
C -1.1869 -0.5992 -0.3603 -0.045 -0.224 -1.193
C -0.0114 -1.1369 0.3751 -0.089 -0.428 1.536
C 1.2192 -0.2258 0.3520 0.819 -1.342 0.115
C 0.9460 1.0817 1.0998 -0.263 -0.923 -0.261
N 2.0160 1.4028 2.1106 0.391 0.320 -0.333
H -3.1091 -0.0961 -1.8309 -0.070 0.082 -0.388
H -2.5946 -0.4421 -3.3821 0.810 -0.333 -0.182
H -0.3730 -1.0021 -2.2804 -0.014 -0.121 -0.015
H -2.0570 -0.1753 0.1273 0.064 -0.208 0.378
H -0.2342 -1.3344 1.4487 -0.324 0.862 -0.245
H 0.2743 -2.1926 0.2300 0.018 0.398 -1.251
H 1.6740 -0.1542 -0.6427 -0.453 0.550 0.062
H 1.9311 -0.8903 0.8585 0.503 0.627 0.497
H 0.0546 0.8533 1.6921 0.010 0.711 -0.096
H 0.8316 1.9475 0.4553 -0.180 0.013 0.089
H 1.7971 2.2532 2.6343 -0.186 -0.258 0.271
H 2.1470 0.5998 2.7214 -0.016 0.069 0.342
H 2.9210 1.5940 1.6807 0.076 -0.165 -0.264
```
Forces are in eV/Å.

## Properties
Relative energy (zero: lowest compared OMol25 entry of this formula, charge and spin): 2.335 eV
2S+1: 1
DFT total energy: -8368.47506 eV
Charge: +1
E_LUMO: -0.134 hartree
Frontier orbital gap: 0.2629 hartree
HOMO level: -10.808 eV

***

[2]
Entry from OMol25: a molecular structure, C42H31ClFHgN3O4PS2 (ωB97M-V with the def2-TZVPD basis set).

XYZ file:
```
86
Properties=species:S:1:pos:R:3:forces:R:3
Hg 1.2366 1.2543 1.1931 -0.045 0.887 -0.220
Cl 5.4443 4.6276 5.8160 -0.068 -0.058 -0.029
C 4.2855 3.5220 5.0791 0.063 0.058 0.058
C 4.5074 2.1460 5.1531 -0.005 -0.024 -0.003
C 3.6077 1.2815 4.5837 0.004 0.015 0.024
C 2.4306 1.7313 3.9150 -0.275 0.042 0.057
O 1.5853 0.8893 3.4424 0.253 -0.119 -0.057
C 2.2560 3.1519 3.8252 -0.043 0.081 -0.170
C 1.2307 3.7836 2.9998 -0.017 0.011 0.384
N 0.2870 3.1883 2.3854 -0.072 -0.169 -0.124
C -0.4569 3.9056 1.4158 -0.019 0.088 0.188
C -1.7078 4.4549 1.6765 0.078 0.031 0.077
C -2.4167 5.0485 0.6391 0.005 0.026 -0.128
C -1.8890 5.0868 -0.6432 -0.051 0.002 0.092
C -0.6400 4.5082 -0.9346 0.030 -0.095 -0.032
C -0.0602 4.4723 -2.2281 0.125 0.014 -0.008
C 1.1699 3.8154 -2.3980 -0.206 0.096 -0.066
C 1.7702 3.1771 -1.3459 -0.025 -0.128 0.129
N 1.2446 3.1701 -0.0828 -0.159 -0.077 0.088
C 0.0743 3.8779 0.1203 0.032 -0.139 -0.142
C 3.1917 4.0109 4.4133 0.012 0.074 0.043
H 5.3985 1.7740 5.6438 -0.010 -0.007 0.014
H 3.7738 0.2119 4.6051 0.001 -0.001 0.021
H 1.3274 4.8725 2.8922 0.054 -0.015 -0.032
H -2.1257 4.3890 2.6740 0.033 0.002 0.004
H -3.3994 5.4632 0.8333 -0.016 -0.012 -0.018
H -2.4610 5.5178 -1.4575 0.006 0.008 0.005
H -0.5945 4.9017 -3.0652 0.004 -0.011 -0.019
H 1.6422 3.7750 -3.3726 0.008 0.009 0.005
H 2.6985 2.6318 -1.4647 0.001 -0.029 0.021
H 3.0471 5.0824 4.3293 0.017 -0.007 -0.026
C 5.0446 -5.2751 -0.4357 -0.017 0.018 -0.006
C 4.4249 -4.5853 -1.6488 -0.012 -0.025 0.039
C 3.7481 -5.5556 -2.6085 -0.039 0.011 0.010
C 2.5561 -6.2334 -1.9437 0.015 0.031 -0.021
C 1.6519 -5.2114 -1.3009 0.108 0.027 0.003
C 0.3319 -5.4992 -1.0396 -0.125 0.024 0.014
C -0.4960 -4.5368 -0.4704 0.042 -0.067 -0.025
F -1.7861 -4.8723 -0.2422 0.070 -0.050 0.017
C -0.0454 -3.2897 -0.1474 -0.044 0.052 0.018
C 1.2978 -2.9822 -0.3863 0.046 0.146 0.064
C 1.7910 -1.6361 0.0091 -0.042 -0.107 -0.103
O 0.9695 -0.9024 0.5696 0.094 -0.140 0.122
C 3.1673 -1.3477 -0.3089 0.043 -0.018 0.038
C 3.8940 -2.3432 -0.8838 -0.008 0.010 -0.048
N 3.4546 -3.5773 -1.2169 0.065 -0.042 0.017
C 2.1392 -3.9317 -0.9654 -0.018 -0.090 -0.058
C 3.9804 -0.0475 -0.0583 0.015 0.011 -0.074
O 5.1283 -0.0678 -0.5231 0.034 0.012 0.046
O 3.4446 0.8954 0.5779 0.115 -0.387 -0.104
H 5.7338 -6.0614 -0.7506 0.006 0.002 0.005
H 4.2726 -5.7170 0.1959 0.006 -0.017 -0.004
H 5.5921 -4.5512 0.1680 0.002 -0.003 0.000
H 5.2077 -4.0475 -2.1854 -0.015 0.031 -0.010
H 4.4791 -6.2932 -2.9449 -0.010 -0.006 -0.018
H 3.4058 -4.9978 -3.4834 0.023 0.000 -0.008
H 2.9047 -6.9518 -1.1953 -0.001 0.006 0.014
H 1.9891 -6.8040 -2.6813 0.000 -0.016 0.008
H -0.0781 -6.4708 -1.2891 -0.017 0.011 -0.008
H -0.6902 -2.5286 0.2732 0.001 0.005 -0.017
H 4.9317 -2.1245 -1.1074 0.005 0.019 0.017
S -3.1573 1.9123 -3.3935 -0.008 -0.002 0.042
P -3.1545 1.0310 -1.6171 -0.088 0.014 0.060
S -1.4931 0.8014 -0.5639 0.011 -0.102 -0.103
C -4.4243 1.8262 -0.5338 0.042 0.043 -0.004
C -5.4243 2.6283 -1.0707 -0.027 0.000 -0.001
C -6.3875 3.1991 -0.2479 -0.006 -0.026 0.017
C -6.3598 2.9700 1.1213 0.001 -0.001 -0.025
C -5.3555 2.1793 1.6647 0.000 0.013 -0.010
C -4.3912 1.6153 0.8418 0.004 0.020 0.013
C -3.9328 -0.6451 -1.7961 0.143 -0.047 -0.093
C -3.6663 -1.6479 -0.8675 -0.041 -0.007 0.010
C -4.2110 -2.9163 -1.0159 -0.047 -0.007 0.035
C -5.0316 -3.1986 -2.1007 0.000 0.026 0.017
C -5.2966 -2.2067 -3.0352 0.002 0.015 0.018
C -4.7470 -0.9394 -2.8845 -0.071 -0.002 0.024
H -5.4214 2.8118 -2.1386 0.007 0.001 0.001
H -7.1592 3.8290 -0.6764 0.006 0.003 -0.005
H -7.1117 3.4138 1.7644 0.011 0.017 0.000
H -5.3114 2.0181 2.7356 0.005 -0.012 -0.003
H -3.5806 1.0309 1.2601 0.010 0.008 0.005
H -3.0028 -1.4223 -0.0406 0.002 0.001 -0.010
H -3.9780 -3.6900 -0.2933 -0.036 0.050 -0.030
H -5.4572 -4.1889 -2.2185 0.016 -0.010 -0.014
H -5.9234 -2.4234 -3.8932 -0.009 0.005 -0.001
H -4.9244 -0.1637 -3.6198 0.018 -0.004 -0.010
```
Forces are in eV/Å.

## Properties
⟨S²⟩: 0.773
Relative energy (zero: lowest compared OMol25 entry of this formula, charge and spin): 0.416 eV
2S+1: 2
DFT total energy: -107095.79773 eV
Charge: -2
E_LUMO (spin up / spin down): 0.126 / 0.126 hartree
Frontier orbital gap (spin up / spin down): 0.1100 / 0.2123 hartree
HOMO level (spin up / spin down): 0.430 / -2.354 eV

***

[3]
Entry from OMol25: 2 unconnected molecules or ions with the total composition C6H8NOS2 at a distorted geometry (ωB97M-V with the def2-TZVPD basis set).

XYZ file:
```
18
Properties=species:S:1:pos:R:3:forces:R:3
C -1.5639 1.4691 -1.0732 -0.928 -1.087 0.794
C -2.9867 -0.1468 0.1893 -1.097 0.429 -0.152
C 0.2882 -0.6942 -0.2105 0.664 -0.508 -0.107
C 0.6181 -0.4110 1.0417 1.125 -0.886 1.229
C 1.2861 -0.4841 -1.3846 -0.166 -1.091 0.530
C 1.9086 0.3224 1.4326 -3.070 -0.804 -0.836
N -2.3153 0.6198 -0.7303 1.035 1.041 -1.153
O -0.8319 2.2752 -1.4905 0.837 0.969 -0.565
S -3.4316 -1.6246 -0.3971 -0.090 -1.294 0.032
S -3.4715 0.6576 1.5560 0.017 0.105 1.002
H -0.6057 -1.3104 -0.2882 0.055 0.275 -0.757
H 0.0607 -0.7636 1.9315 -0.267 0.257 -0.963
H 0.9570 -0.7801 -2.3831 -0.547 0.181 0.254
H 2.1179 -1.1706 -1.1812 0.032 -0.020 -0.016
H 1.7684 0.4791 -1.4705 -0.356 0.508 0.108
H 2.5503 -0.2000 2.0959 0.708 -0.430 0.340
H 1.4195 1.1391 1.8756 0.294 1.710 1.193
H 2.2319 0.6233 0.4868 1.753 0.647 -0.932
```
Forces are in eV/Å.

## Properties
Relative energy (zero: lowest compared OMol25 entry of this formula, charge and spin): 1.447 eV
2S+1: 1
DFT total energy: -31560.08136 eV
Charge: -1
E_LUMO: 0.125 hartree
Frontier orbital gap: 0.2591 hartree
HOMO level: -3.639 eV

***

[4]
Entry from OMol25: a molecular structure, C31H24CoF6I2N2O6S2Te at a distorted geometry (ωB97M-V with the def2-TZVPD basis set).

XYZ file:
```
75
Properties=species:S:1:pos:R:3:forces:R:3
Co -0.0606 -0.2382 0.2398 1.347 0.250 0.362
F 3.7914 -3.1031 0.7164 -0.094 0.085 0.052
C 4.2872 -1.8772 0.7467 0.067 -0.395 -0.040
F 5.3177 -1.8388 1.5708 -0.231 0.261 0.163
F 4.6873 -1.5326 -0.4668 -0.249 0.242 0.086
S 2.9255 -0.7135 1.2943 0.348 -0.734 -0.314
O 1.9027 -0.8364 0.2648 -0.097 -0.034 -0.599
O 3.4787 0.6054 1.3817 0.725 0.257 0.007
N 2.4882 -1.3389 2.6510 0.387 0.034 0.229
S 1.0869 -1.1168 3.3029 -0.453 -1.492 0.162
O 0.0809 -0.7533 2.3161 -0.597 0.154 -0.151
O 1.0771 -0.3091 4.4765 0.075 -0.073 0.674
C 0.6302 -2.8449 3.8525 -0.169 -0.560 -0.214
F -0.6309 -2.8581 4.2614 0.088 0.392 -0.011
F 1.4123 -3.2555 4.8320 0.163 0.313 0.009
F 0.7446 -3.6826 2.8261 0.135 0.286 -0.067
C -5.7724 3.9251 -0.1568 -0.031 0.185 0.002
C -4.6555 2.9346 -0.1188 0.239 -0.111 0.105
C -4.9093 1.5641 -0.0973 0.295 0.185 -0.009
C -3.8842 0.6372 -0.1870 0.937 0.133 0.017
C -4.1119 -0.8197 -0.1246 0.334 -0.043 0.120
O -3.2529 -1.5792 0.3250 -0.772 0.224 0.125
C -5.4083 -1.3495 -0.5808 -0.413 -0.498 -0.143
C -5.8902 -2.5099 0.0308 0.062 0.225 -0.004
C -7.0887 -3.0676 -0.3657 -0.019 -0.075 -0.024
C -7.8092 -2.4944 -1.4018 0.007 0.125 0.033
C -7.3263 -1.3592 -2.0361 -0.092 -0.069 -0.081
C -6.1333 -0.7862 -1.6343 0.123 -0.070 0.139
C -2.5304 1.0877 -0.2574 -0.931 1.188 0.202
O -1.5844 0.2572 -0.4891 -0.992 -0.577 -0.801
C -2.2588 2.4844 -0.1252 -0.225 -0.951 0.056
C -3.3367 3.3686 -0.1032 -0.327 -0.164 0.003
C -0.8824 2.9459 -0.0810 0.151 0.025 -0.146
N 0.1233 2.1337 -0.0179 0.074 -0.571 0.290
C 1.4883 2.6320 -0.1301 0.077 0.163 0.107
C 1.9823 3.2619 1.1725 0.092 -0.376 0.000
Te 1.5688 1.8572 2.7951 -0.666 3.120 -0.085
C 0.1158 3.1608 3.7150 0.249 -0.254 0.096
C 0.5051 4.4523 4.0764 0.276 -0.353 -0.198
C -0.3942 5.2983 4.7015 0.064 0.002 -0.012
C -1.6853 4.8674 4.9674 0.071 0.024 -0.072
C -2.0705 3.5804 4.6295 -0.016 0.056 -0.052
C -1.1744 2.7247 4.0105 0.311 -0.402 -0.195
C -0.6976 4.4267 -0.0796 0.181 0.211 -0.044
C -0.2793 5.1328 -1.2017 -0.059 -0.063 0.104
C -0.0815 6.5026 -1.1190 -0.044 0.014 -0.100
C -0.3362 7.1771 0.0634 0.040 0.034 0.001
C -0.7827 6.4802 1.1744 -0.034 0.007 -0.016
C -0.9586 5.1102 1.1058 0.082 -0.017 -0.145
H -6.7365 3.4285 -0.1177 -0.130 0.011 0.022
H -5.7204 4.5009 -1.0796 -0.110 0.072 -0.060
H -5.7050 4.6291 0.6699 -0.076 0.069 0.082
H -5.9237 1.2092 0.0062 -0.131 0.030 -0.057
H -5.3201 -2.9474 0.8340 0.100 -0.070 0.094
H -7.4583 -3.9541 0.1263 -0.041 -0.072 0.049
H -8.7504 -2.9244 -1.7089 -0.064 -0.053 -0.053
H -7.8831 -0.9257 -2.8536 -0.011 0.040 -0.066
H -5.7546 0.0752 -2.1631 0.055 0.104 0.002
H -3.1436 4.4300 -0.0741 -0.026 0.124 -0.005
H 1.5539 3.3665 -0.9402 0.204 -0.068 0.170
H 2.1300 1.7816 -0.3762 -0.097 0.193 -0.101
H 1.4829 4.2129 1.3508 -0.001 -0.137 0.320
H 3.0619 3.3976 1.1304 0.039 -0.021 0.117
H 1.5166 4.7788 3.8739 0.028 0.172 0.004
H -0.0835 6.2923 4.9862 0.033 0.078 0.005
H -2.3881 5.5382 5.4361 -0.071 0.037 0.094
H -3.0704 3.2453 4.8527 -0.117 -0.095 -0.012
H -1.4717 1.7177 3.7519 -0.105 -0.080 0.018
H -0.1292 4.6221 -2.1420 0.075 -0.077 -0.073
H 0.2575 7.0450 -1.9889 0.002 0.048 -0.065
H -0.1969 8.2453 0.1148 0.023 0.119 0.004
H -1.0089 6.9989 2.0932 0.016 0.077 0.095
H -1.2967 4.5642 1.9716 -0.128 -0.071 0.117
I -0.9925 -2.7393 -0.2363 0.045 -0.923 -0.513
I 0.9518 -4.2584 -1.2932 0.001 0.180 0.193
```
Forces are in eV/Å.

## Properties
⟨S²⟩: 6.016
2S+1: 5
DFT total energy: -146890.99567 eV
Charge: +1
E_LUMO (spin up / spin down): -0.124 / -0.220 hartree
Frontier orbital gap (spin up / spin down): 0.2647 / 0.1734 hartree
HOMO level (spin up / spin down): -10.567 / -10.711 eV